# 1
The following is a quantum chemistry calculation of a structure of composition C37H41N2O5S2Ti at a distorted geometry, from the OMol25 dataset.

Properties
Spin multiplicity   2
E_tot   -97037.129 eV
Relative energy (zero: lowest compared OMol25 entry of this formula, charge and spin)   24.7 kJ/mol
Gap between HOMO and LUMO (spin up / spin down)   5.8149 / 7.6974 eV
HOMO level (spin up / spin down)   -5.8 / -7.9 eV
Total charge   0

Last column: natural (NBO) charge in e.
Atoms and positions in Å:
Ti: 0.21016 0.10682 0.07766  1.713
C: -3.32588 -1.47507 1.08909  -0.417
N: -2.43577 -1.02442 2.15029  -0.436
C: -3.20396 -0.58166 3.29939  -0.405
C: -1.49610 -2.04955 2.55595  -0.253
C: -0.69001 -2.68962 1.43767  0.057
C: -0.68388 -4.08459 1.45680  -0.275
C: 0.00817 -4.82451 0.51455  -0.209
C: 0.70204 -4.15623 -0.47560  -0.258
C: 0.69833 -2.77005 -0.50070  -0.120
C: 0.02144 -1.96945 0.43813  -0.480
H: -3.88870 -2.37851 1.37667  0.162
H: -2.74876 -1.68678 0.19145  0.220
H: -4.03435 -0.67776 0.86101  0.201
H: -3.80034 -1.39576 3.74728  0.160
H: -3.87868 0.21983 2.99770  0.206
H: -2.53122 -0.18924 4.06374  0.193
H: -2.03912 -2.85435 3.08528  0.160
H: -0.80632 -1.58541 3.27375  0.190
H: -1.24562 -4.60497 2.22581  0.201
H: -0.00839 -5.90697 0.54665  0.206
H: 1.24101 -4.71046 -1.23472  0.207
H: 1.23782 -2.29381 -1.30931  0.210
O: 2.25590 -0.40482 -0.18591  -0.737
C: 3.06423 0.49624 -0.91738  -0.096
C: 2.67254 1.91668 -0.60706  0.216
C: 3.58126 2.95825 -0.55705  -0.247
C: 3.12104 4.23679 -0.27853  -0.143
C: 1.76287 4.41894 -0.07537  -0.258
C: 0.92126 3.32282 -0.14938  0.080
N: 1.36125 2.08787 -0.39917  -0.457
H: 2.70766 -0.66232 0.67646  0.547
H: 2.86181 0.31471 -1.97750  0.223
H: 4.12432 0.32401 -0.72548  0.200
H: 4.62987 2.76862 -0.74357  0.224
H: 3.80783 5.07101 -0.22984  0.223
H: 1.35721 5.39845 0.13424  0.229
H: -0.14610 3.44037 -0.02722  0.223
C: 0.51243 1.77612 3.95779  -0.686
C: -0.02480 1.49148 2.57299  0.394
O: 0.62119 0.62158 1.84445  -0.722
C: -1.16505 2.21389 2.12359  -0.167
C: -1.73983 3.24309 2.90820  -0.208
C: -2.81011 3.98400 2.47011  -0.242
C: -3.37687 3.72572 1.21966  -0.215
C: -2.86571 2.70838 0.43892  -0.256
C: -1.77511 1.93899 0.85638  0.305
O: -1.31371 0.98648 0.06905  -0.680
H: 1.32191 1.09394 4.18303  0.220
H: -0.26467 1.65972 4.71643  0.219
H: 0.89519 2.79885 4.01839  0.220
H: -1.31557 3.46475 3.87796  0.210
H: -3.21433 4.76875 3.09614  0.212
H: -4.21285 4.31575 0.86844  0.213
H: -3.29605 2.47609 -0.52807  0.225
C: -2.49141 2.24526 -8.15481  -0.728
C: -2.23589 1.29766 -9.29967  0.436
O: -2.36289 1.60894 -10.45342  -0.549
S: -1.77632 -0.40424 -8.95455  0.225
C: -1.31673 -0.43090 -7.23076  -0.216
C: -2.24449 -0.77469 -6.25401  -0.211
C: -1.87812 -0.74726 -4.92100  -0.174
C: -0.58169 -0.37505 -4.54381  -0.102
C: 0.34962 -0.06763 -5.54121  -0.130
C: -0.01547 -0.09586 -6.87549  -0.228
C: -0.24780 -0.26740 -3.16134  -0.121
C: 0.00675 -0.14028 -1.97610  -0.398
H: -1.95783 3.17607 -8.34493  0.242
H: -2.20274 1.84805 -7.19106  0.235
H: -3.55984 2.46674 -8.14616  0.246
H: -3.25229 -1.04031 -6.54494  0.225
H: -2.59141 -1.00006 -4.14811  0.225
H: 1.35731 0.20587 -5.25809  0.210
H: 0.69774 0.15762 -7.64870  0.224
O: 3.40057 -1.17987 2.02953  -1.007
S: 2.57329 -1.12351 3.28421  1.257
C: 3.86188 -1.16504 4.61101  -0.590
C: 3.70404 -2.46477 5.38876  -0.411
C: 3.22802 -3.50059 4.37510  -0.413
C: 2.06943 -2.84602 3.64444  -0.599
H: 3.77047 -0.27412 5.23088  0.231
H: 4.79827 -1.12999 4.05545  0.247
H: 2.95926 -2.34302 6.17878  0.204
H: 4.64217 -2.76764 5.85531  0.226
H: 2.92452 -4.43120 4.85575  0.225
H: 4.02941 -3.72641 3.66843  0.217
H: 1.18022 -2.77247 4.27515  0.225
H: 1.80108 -3.31052 2.69615  0.275

# 2
The following is a quantum chemistry calculation of the molecule C4H8O at a distorted geometry, from the OMol25 dataset.

Properties
E_tot   -6323.985 eV
Relative energy (zero: lowest compared OMol25 entry of this formula, charge and spin)   114.1 kJ/mol
Gap between HOMO and LUMO   10.2700 eV
HOMO level   -9.3 eV
Total charge   0

Last column: natural (NBO) charge in e.
Atoms and positions in Å:
C: 1.35682 -0.55339 1.85412  -0.648
C: -1.03960 0.72714 -0.88986  -0.095
O: -0.37313 0.01911 -1.97018  -0.723
C: -0.56503 0.25854 0.45036  -0.239
C: 0.55411 -0.43790 0.59529  -0.162
H: 2.41162 -0.34018 1.65827  0.216
H: 1.11410 0.27612 2.52210  0.206
H: 1.33014 -1.49611 2.40242  0.218
H: -0.73369 1.76717 -1.03840  0.184
H: -2.11227 0.71436 -1.10656  0.172
H: -1.04894 -0.54722 -2.34045  0.466
H: -1.00777 0.72768 1.32488  0.197
H: 1.06169 -0.90925 -0.22957  0.209

# 3
The following is a quantum chemistry calculation of the molecule C7H20NPSi2 at a distorted geometry, from the OMol25 dataset.

Properties
E_tot   -34118.172 eV
Relative energy (zero: lowest compared OMol25 entry of this formula, charge and spin)   0.0 kJ/mol
Gap between HOMO and LUMO   9.0192 eV
HOMO level   -8.5 eV
Total charge   0

Last column: natural (NBO) charge in e.
Atoms and positions in Å:
C: -1.01778 2.70983 -0.83096  -0.977
C: 1.81923 -1.59538 -0.93760  -1.124
C: 2.61477 1.36647 -0.70622  -1.138
C: 2.46006 -0.36978 1.79664  -1.128
C: -1.31775 -2.13507 1.11444  -1.132
C: -2.79738 0.61605 0.97440  -1.144
C: -2.07879 -0.56395 -1.57821  -1.132
N: 0.05123 0.49268 0.24434  -1.647
Si: 1.68305 -0.07870 0.09911  1.836
Si: -1.45890 -0.47091 0.20619  1.834
P: -0.16596 2.19881 0.45709  0.985
H: -1.45640 3.67851 -0.77823  0.226
H: -1.01568 2.23446 -1.85629  0.234
H: 0.98908 -2.09293 -0.68395  0.221
H: 1.90036 -1.33580 -2.05147  0.250
H: 2.75608 -2.07667 -0.50173  0.245
H: 2.70402 2.27962 -0.15307  0.249
H: 3.67816 1.12025 -0.92304  0.240
H: 2.30671 1.34925 -1.70337  0.237
H: 3.29039 -1.07674 1.57719  0.226
H: 2.99257 0.43733 2.04096  0.230
H: 1.89727 -0.61740 2.74552  0.247
H: -1.93350 -1.84623 1.99910  0.248
H: -1.91215 -2.90323 0.54317  0.250
H: -0.25326 -2.25509 1.22840  0.240
H: -2.78302 1.64103 0.47092  0.256
H: -3.71329 0.18881 0.80189  0.229
H: -2.61836 0.81001 2.00971  0.234
H: -2.62695 0.32699 -1.51657  0.234
H: -1.30983 -0.57768 -2.37917  0.239
H: -2.68393 -1.45454 -1.70921  0.233